# 1
The following is a DFT calculation (wB97M-V/def2-TZVPD) of C34H35AsCrI2N2O5P as an isolated structure.

Cartesian coordinates (Å):
H 2.910 1.557 1.501
C -5.985 0.694 1.210
H -2.885 -2.735 0.405
O -5.085 -0.054 0.349
N -1.169 1.824 1.452
C 0.228 -4.831 0.322
H 5.877 -1.561 -3.180
C 0.042 1.612 -3.261
C 3.358 0.632 4.726
C 1.542 1.022 -5.047
N -0.415 2.486 -1.011
H -2.009 3.743 -0.516
C 1.272 -0.322 -4.817
C 0.915 1.988 -4.276
H 1.100 3.038 -4.464
H -1.878 -2.260 -1.014
C -0.683 2.659 -2.469
C -0.691 -4.907 1.357
C -0.896 3.504 3.614
H -4.828 0.677 -3.534
H -1.609 -3.886 3.011
H 5.834 -3.010 -1.183
H 1.657 -3.602 -0.704
C -0.197 0.262 -2.987
C -0.984 3.573 -0.178
Cr -1.084 0.705 -0.313
O -2.632 -0.706 0.128
C 2.882 0.940 2.391
H 0.594 2.448 -0.872
C 5.083 -1.449 -2.453
C 5.061 -2.268 -1.330
H -0.690 5.067 2.145
H 2.871 -1.285 5.555
H 1.998 -2.181 3.434
C 3.060 -1.170 -0.603
H -0.784 4.166 4.463
H 1.742 -1.083 -5.425
C 2.368 -0.357 2.343
C -0.906 -3.815 2.192
H -0.365 3.658 -2.773
O -3.888 0.284 -1.773
C 0.944 -3.660 0.108
C 3.374 1.431 3.588
C -0.844 4.011 2.326
C 0.412 -0.695 -3.794
H -5.050 1.946 -2.306
H 4.126 0.146 -3.524
H 4.045 -2.762 0.487
C 0.728 -2.568 0.942
C -1.091 2.144 3.806
I 0.074 -2.717 -3.472
C -1.221 1.337 2.696
H 3.753 1.017 5.658
As 1.693 -0.961 0.678
C -0.990 3.140 1.263
C -2.778 -2.064 -0.439
O 0.706 0.312 0.102
H -1.137 1.714 4.796
C 2.363 -1.164 3.476
H 2.299 0.389 -1.879
H -6.913 0.133 1.228
O -1.001 -0.098 -1.974
H 0.396 -5.687 -0.318
H 3.787 2.430 3.633
H -6.161 1.686 0.800
C 3.078 -0.343 -1.721
P -3.713 0.507 -0.204
H -5.568 0.759 2.211
C -0.198 -2.643 1.985
C 2.861 -0.661 4.672
H -1.384 0.272 2.788
H -3.653 -2.088 -1.080
C -5.002 0.868 -2.481
H -1.237 -5.826 1.525
C 4.050 -2.129 -0.394
H -0.337 -1.809 2.659
C 4.101 -0.489 -2.648
H -1.766 2.592 -2.603
H -0.433 4.505 -0.313
H -5.930 0.397 -2.165
I 2.886 1.568 -6.528

Properties
largest force on an atom: 0.73 eV Å⁻¹
expectation value of S²: 3.776
highest occupied orbital energy (alpha / beta): -12.552 / -12.594 eV
Kohn-Sham gap (alpha / beta): 6.324 / 7.114 eV
multiplicity: 4
charge: +2

# 2
The following is a DFT calculation (wB97M-V/def2-TZVPD) of a 2-piece molecular cluster, C4H7NO2 overall.

Cartesian coordinates (Å):
H 1.586 1.011 0.332
O 2.376 -0.929 -1.060
H -2.676 1.023 1.825
H -1.045 1.559 1.865
C 1.104 0.146 0.830
H 1.366 -1.997 0.483
C 1.034 -0.922 -1.399
C 1.447 -1.003 0.051
H -0.631 0.994 -0.278
H 0.627 -1.839 -1.827
O -2.349 -0.069 -0.451
C -1.613 0.694 0.136
N -1.861 1.330 1.312
H 0.637 0.002 -1.819

Properties
largest force on an atom: 0.61 eV Å⁻¹
highest occupied orbital energy: -9.424 eV
Kohn-Sham gap: 8.559 eV

# 3
The following is a DFT calculation (wB97M-V/def2-TZVPD) of a 2-piece molecular cluster, C4H12NO2 overall.

Cartesian coordinates (Å):
C -0.726 0.572 2.014
H 1.580 1.627 -1.482
H 2.060 2.334 -0.313
H -0.572 -0.727 -2.060
H 1.656 -1.779 -1.082
C -0.423 -1.197 -1.091
H -0.212 1.300 1.375
H 0.027 0.341 2.778
C -1.346 -0.428 -0.123
H -0.304 -1.290 1.364
H -1.573 1.018 2.523
O 1.474 2.572 -1.060
O 1.538 0.137 -1.663
H 1.202 -0.634 0.268
C 1.121 -0.825 -0.813
N -1.099 -0.667 1.312
H -0.624 -2.254 -1.234
H -2.374 -0.740 -0.355
H -1.405 0.641 -0.359

Properties
largest force on an atom: 2.55 eV Å⁻¹
highest occupied orbital energy: -3.158 eV
Kohn-Sham gap: 7.227 eV
charge: -1

# 4
The following is a DFT calculation (wB97M-V/def2-TZVPD) of C32H33Cl2F4N8O2V as an isolated structure.

Cartesian coordinates (Å):
H 6.209 1.187 -2.802
H 4.514 -2.122 1.897
C 3.837 -2.173 1.053
C -1.766 -0.849 4.115
N -0.074 1.871 -0.023
H -1.975 2.755 2.940
O 1.100 -3.126 -3.024
H 1.785 4.041 4.471
C -1.458 -2.451 -1.675
C 2.033 -2.279 -0.986
C -3.536 -2.817 -0.514
N 3.211 0.473 -1.494
F 0.211 4.828 0.340
C 1.303 2.265 3.328
C -2.273 -2.246 -0.540
H -2.553 1.442 0.278
C -2.765 0.023 -2.745
H 2.865 0.755 -4.319
H -3.428 0.733 -3.267
H 5.638 -0.260 -1.932
C 2.598 -1.594 1.161
N 1.813 0.588 -1.698
C 1.005 4.417 2.487
H -0.583 1.405 -2.818
F 0.691 0.419 2.038
V -0.004 -0.514 -0.129
N 1.678 -1.621 0.159
H -3.776 1.792 -0.992
H 5.694 1.312 -1.111
H 5.172 -3.274 -0.244
H 2.300 -1.085 2.067
H -3.367 -0.814 -2.391
H 2.811 2.829 -2.947
H 4.045 3.102 -1.702
Cl -3.709 -4.708 -4.079
C -0.714 2.664 -1.057
Cl -5.603 -4.223 -1.513
C 0.946 -2.448 -2.003
C -3.058 1.050 -0.605
C 0.391 2.526 1.045
H 4.497 3.026 -3.414
H 1.535 1.542 -1.887
H -1.261 -3.375 -3.590
H 3.399 0.886 -0.589
C 0.525 3.918 1.296
H -1.389 -0.090 6.087
H -4.170 -2.712 0.353
C -3.994 -3.552 -1.603
F 1.093 5.756 2.597
H -3.608 0.160 -0.292
C -1.992 -0.499 2.791
H 1.553 0.014 -2.493
O -2.758 -2.618 2.202
C -1.338 1.806 -2.131
H 3.721 -0.681 -3.731
C 4.064 1.091 -2.524
C -1.671 1.478 4.642
H -1.725 -1.897 4.377
C -3.182 -3.760 -2.708
C 3.795 0.405 -3.861
H 4.607 0.617 -4.563
H -2.032 -0.360 -3.460
N -2.089 0.670 -1.626
C 3.839 2.597 -2.651
F 1.645 1.393 4.294
H -1.536 2.299 5.337
C -1.918 1.731 3.304
C -1.591 0.155 5.051
C 5.490 0.815 -2.068
C 4.194 -2.818 -0.135
C 0.831 1.764 2.151
C 1.408 3.627 3.547
H -1.497 3.298 -0.632
N -0.183 -1.861 -1.535
H -0.036 3.355 -1.572
C -1.907 -3.210 -2.740
H 3.465 -3.361 -2.101
N -1.716 -1.432 0.494
N -2.068 0.766 2.389
C -2.186 -1.623 1.769
C 3.276 -2.862 -1.158
H -1.980 2.468 -2.735

Properties
largest force on an atom: 2.35 eV Å⁻¹
expectation value of S²: 3.775
highest occupied orbital energy (alpha / beta): -3.210 / -4.664 eV
Kohn-Sham gap (alpha / beta): 5.508 / 6.959 eV
multiplicity: 4
charge: -1

# 5
The following is a DFT calculation (wB97M-V/def2-TZVPD) of C18H37N3O5P2Tl as an isolated structure.

Cartesian coordinates (Å):
C -4.152 1.017 -3.486
H -1.043 2.174 3.645
O -1.755 -2.692 -4.936
C 3.956 -2.254 0.908
C -1.904 -2.023 2.973
H 2.617 -2.690 -0.754
H -2.932 2.886 -3.884
H -2.183 0.961 3.068
C -3.182 2.171 -3.059
H 1.146 2.671 3.258
C -0.894 2.633 0.961
P -0.135 1.157 1.832
H -5.171 1.159 -3.072
H -0.334 -3.731 4.396
C -1.169 1.124 3.343
H 3.241 1.730 0.464
H 2.565 -2.797 2.310
H 0.098 0.295 5.067
O -2.632 0.244 -1.815
H 0.822 -2.826 5.359
H -3.943 -1.057 -2.668
H -1.558 -0.220 5.094
H 2.043 2.471 1.796
C -0.097 -2.741 4.869
N 3.020 -1.936 1.977
H -1.050 3.522 1.610
C -1.911 -2.069 -3.880
C 3.377 -1.977 -0.461
H 1.845 -0.652 -1.010
C 0.129 0.332 -3.455
H 3.912 2.417 -1.116
H -1.397 1.196 -4.635
H 1.981 1.274 2.973
N 2.677 -0.702 -0.453
C -3.394 -0.178 -3.006
H 4.294 -3.272 0.972
C 1.391 1.966 2.501
O -1.981 -2.565 -2.684
C -0.786 0.045 4.417
H -2.563 -0.572 -5.056
O 0.377 -0.191 -2.357
H 3.786 0.063 -2.054
C -1.353 0.589 -3.776
O 0.926 0.715 -4.325
N 1.846 2.074 -0.960
H -3.581 2.888 -2.277
H -0.294 2.835 0.070
H -0.875 -2.499 5.609
H 1.281 1.275 -0.664
H 4.902 -1.709 1.055
P -0.192 -1.476 3.533
H -4.244 1.029 -4.602
H 4.123 -1.965 -1.261
H -1.781 -3.060 2.550
H -1.371 1.891 -1.848
C -1.980 1.344 -2.544
H -2.233 -1.419 2.106
H 4.546 0.096 -0.363
C 3.230 1.717 -0.630
H -2.559 -1.964 3.876
H 1.699 2.114 -1.996
H -1.895 2.405 0.595
Tl -0.964 -1.508 -0.690
C -2.278 -0.592 -4.003
C 3.690 0.266 -0.940
H 2.243 -1.411 1.533

Properties
largest force on an atom: 3.78 eV Å⁻¹
highest occupied orbital energy: -5.381 eV
Kohn-Sham gap: 7.821 eV
charge: -1

# 6
The following is a DFT calculation (wB97M-V/def2-TZVPD) of C41H39AsBF6N13OPb as an isolated structure.

Cartesian coordinates (Å):
H -1.728 6.084 -4.218
N 0.274 -2.834 0.646
H -6.290 -0.278 2.332
H -0.187 -2.885 -1.351
O -3.861 -1.307 -6.595
C -5.257 -0.231 2.023
H 5.381 0.760 -0.478
C -3.130 -0.531 -6.053
H -3.479 3.587 -3.176
F -0.479 5.244 -1.206
H -1.899 -1.276 -2.351
H -2.525 5.213 -7.044
H 0.430 -6.493 3.180
N -1.934 -0.705 3.372
H 1.884 -0.958 2.838
N 2.213 2.063 1.964
H 2.197 -1.989 -1.249
F -2.583 3.883 -1.096
C -4.915 0.184 0.745
C 4.114 -4.149 4.497
F -1.054 3.853 0.855
Pb -0.019 -0.266 0.530
C 0.431 -5.613 0.540
N 5.064 -2.567 3.021
H -4.454 -0.861 3.923
C 5.047 -3.170 4.195
C 4.473 0.194 -0.511
C 2.246 3.087 2.866
C -4.243 -0.574 2.904
C 0.100 -4.873 -0.583
N -0.175 -0.176 -2.153
N 3.391 0.539 0.237
As -0.873 3.628 -0.848
C -0.224 -0.404 5.462
H 1.511 1.000 -2.121
H -2.595 2.962 -8.006
C 4.179 -2.920 2.114
H 1.334 1.645 -4.507
N -2.517 -0.818 -4.862
C -3.258 2.180 -4.742
C 1.000 3.234 3.409
H -3.288 5.953 -3.448
C -1.409 -0.286 -4.202
C -2.915 -0.496 2.458
H 3.539 -0.722 4.657
H -0.560 0.813 -5.850
H 5.802 -2.863 4.907
H -0.127 -5.366 -1.515
F -0.747 3.169 -2.563
H -1.283 -0.343 5.666
C 0.230 2.244 2.769
C 0.599 -3.541 1.718
H 3.137 3.650 3.054
B 3.416 1.716 1.162
H 4.229 -2.448 1.144
N -2.893 0.737 -6.659
C -3.567 0.201 0.382
C 3.169 -4.436 3.498
H -2.996 0.683 -7.672
N 2.394 -0.322 0.002
H -3.260 0.529 -0.600
H 3.760 2.686 0.539
C -2.757 3.109 -6.947
F -1.318 1.864 -0.567
C -2.724 4.364 -6.407
C -1.200 -0.625 -2.861
C 1.083 -5.664 2.936
N -0.715 -0.689 3.119
H -0.810 2.026 2.902
H 0.675 3.945 4.140
F 0.813 3.135 -0.625
C -2.792 5.891 -4.414
H 0.746 -2.989 2.633
C 0.196 -0.651 4.140
C 2.128 -5.419 3.735
H -3.114 6.689 -5.082
N 3.241 -3.811 2.326
C 0.705 0.630 -2.732
C -3.244 3.442 -4.219
C 0.724 -4.933 1.723
H 4.779 -1.471 -1.922
C 2.486 -0.623 4.875
H 0.470 -6.693 0.508
H 4.103 -4.656 5.448
C 4.159 -0.925 -1.243
C -2.972 1.973 -6.116
C 0.596 1.001 -4.063
N 0.977 1.551 1.919
H 2.256 -6.008 4.631
C 0.707 -0.229 6.459
C -2.925 4.567 -5.018
C 2.832 -1.206 -0.889
H 4.370 1.630 1.883
C 1.567 -0.768 3.856
H -5.675 0.503 0.050
H -2.873 -1.693 -4.489
H -3.533 1.340 -4.123
C 2.063 -0.340 6.172
C -0.469 0.543 -4.812
H 0.383 0.011 7.460
H 2.791 -0.204 6.957
C 0.050 -3.493 -0.491
N -2.594 -0.140 1.199

Properties
largest force on an atom: 3.35 eV Å⁻¹
expectation value of S²: 1.805
highest occupied orbital energy (alpha / beta): -15.238 / -15.234 eV
Kohn-Sham gap (alpha / beta): 5.825 / 3.372 eV
multiplicity: 2
charge: +3

# 7
The following is a DFT calculation (wB97M-V/def2-TZVPD) of a 3-piece molecular cluster, C8H19NO overall.

Cartesian coordinates (Å):
C -1.951 -0.437 0.111
H 0.812 -1.372 -0.671
C -2.952 0.628 0.538
C 2.392 0.102 -0.793
C 1.882 -1.304 -0.885
H -2.399 -0.423 -2.006
H 1.690 2.463 1.186
H 2.608 0.990 1.016
H -3.313 -1.623 -1.085
H 1.991 2.160 -1.339
H -2.589 -1.832 1.369
C 1.722 1.142 -1.639
H -0.968 0.025 -0.005
H -2.632 1.098 1.468
H 3.478 0.179 -0.775
H 2.023 -1.724 -1.900
N 0.713 -0.493 2.316
O -1.750 -1.401 1.169
H -3.943 0.189 0.691
C -2.337 -1.138 -1.183
H -1.598 -1.897 -1.440
H -0.182 -0.981 2.176
H 0.632 1.061 -1.591
C 0.915 0.630 1.916
H 1.996 1.054 -2.707
H 2.432 1.889 2.718
H 2.396 -1.970 -0.191
H -3.043 1.401 -0.228
C 1.974 1.585 1.764

Properties
largest force on an atom: 2.20 eV Å⁻¹
highest occupied orbital energy (alpha / beta): -6.137 / -7.695 eV
Kohn-Sham gap (alpha / beta): 6.824 / 8.447 eV

# 8
The following is a DFT calculation (wB97M-V/def2-TZVPD) of a 6-piece molecular cluster, C26H47F3O19S overall.

Cartesian coordinates (Å):
O -2.403 -5.606 -3.867
F -6.557 -1.642 3.272
C -0.217 -5.320 -6.567
O -3.890 -5.279 0.746
C -3.927 3.008 4.541
O 4.865 2.603 -0.144
H 12.997 5.221 -1.520
C -1.569 0.236 -1.536
O -2.672 -4.536 -5.839
C 8.596 2.057 -4.280
H -3.651 0.092 -1.041
H -5.288 -3.563 1.925
C -3.066 -4.719 1.424
H -6.556 4.887 2.722
O 11.866 3.708 -2.276
H 8.305 3.065 -3.983
O -4.542 0.265 5.867
H -5.500 1.444 3.228
H 11.454 5.738 -2.220
C 0.304 -3.898 -6.547
H -0.796 0.996 -1.639
O -2.762 1.423 0.211
C -2.024 -5.212 -5.084
C -5.552 0.427 3.634
H 9.677 0.374 -3.511
O -1.688 3.214 -0.667
H -3.071 3.685 4.590
C 5.443 3.837 0.306
H -1.536 -6.709 0.512
H -5.218 -5.872 2.925
H -1.706 4.989 1.145
H 1.160 1.739 -0.491
O 10.688 2.063 -3.029
H 1.588 0.027 -0.631
H -3.945 -5.580 -2.526
H 4.724 3.772 2.344
H 11.497 4.928 -0.626
C -3.673 -5.093 -3.460
C -2.135 2.604 0.267
H 6.398 3.931 -0.209
H -0.510 -3.183 -6.425
H 0.609 -6.011 -6.729
H 8.897 1.329 -2.261
O -2.608 1.599 6.488
H 6.195 4.726 2.119
C 9.433 1.391 -3.208
H 9.164 2.145 -5.208
C 3.559 2.468 0.076
H -0.272 4.010 1.579
H -6.246 -4.811 3.897
C 10.637 3.191 -2.322
F -6.379 -0.364 1.564
H -3.950 0.119 2.549
O 3.187 1.264 -0.367
C -1.332 -5.678 0.223
H -1.464 4.450 2.813
H -4.442 -5.305 -4.200
H -0.934 -5.474 -7.374
H 7.691 1.481 -4.472
C -5.790 0.405 5.176
H 0.826 -3.668 -7.476
H -1.829 -5.440 -0.716
H 6.256 2.952 2.094
F -7.821 0.073 3.097
C 1.817 0.956 -0.114
H -6.406 1.234 5.531
H -1.222 -0.481 -0.788
H 0.989 -3.754 -5.710
C -2.878 0.857 -1.103
C 11.943 4.973 -1.618
O -3.310 -3.938 2.472
C -4.926 3.655 3.621
O 9.652 3.672 -1.824
O -4.304 -0.195 3.389
O -1.741 -4.793 1.265
H -4.596 -5.205 4.424
H -4.748 -2.903 3.455
C -4.697 -3.776 2.815
H -6.350 -0.512 5.394
O -0.796 -5.683 -5.307
H 4.826 4.682 0.000
O -4.568 2.904 5.818
C 5.669 3.825 1.804
C -5.224 -4.986 3.559
C -1.332 4.180 1.768
H -3.602 -4.020 -3.283
C -5.763 4.223 2.974
S -4.029 1.613 6.687
H 1.659 0.808 0.955
H -3.574 2.051 4.151
H -0.260 -5.561 0.087
H -3.222 1.608 -1.815
O -2.070 2.973 1.545
H -1.679 -0.276 -2.493
C -6.592 -0.378 2.859
O 2.837 3.279 0.596

Properties
largest force on an atom: 2.09 eV Å⁻¹
highest occupied orbital energy: -10.383 eV
Kohn-Sham gap: 10.766 eV